Record 1
The following is a DFT calculation (wB97M-V/def2-TZVPD) of a cluster of 13 separate species, H26O13 in total in a non-equilibrium geometry.

Values from the calculation:
Gap between HOMO and LUMO, eV: 9.47
Total charge: 0
HOMO level, eV: -10.183
ΔE to the lowest compared entry with this formula, charge and spin, kJ/mol: 615.0

Each atom is followed by the atoms it is bonded to, with distances in Å.
CARTESIAN COORDINATES (ANGSTROEM)
1 H -0.55526 1.20327 0.07201  O27 0.964
2 H 0.54967 0.58948 -0.77204  O27 0.964
3 H 4.78450 -1.46551 2.12679  O28 0.964
4 H 3.40940 -1.16590 1.55289  O28 0.964
5 H -1.42506 4.74898 1.41859  O29 0.964
6 H -2.55128 4.72114 0.39834  O29 0.964
7 H -1.95886 1.99649 -0.61236  O30 0.964
8 H -2.31971 2.14144 -2.08165  O30 0.964
9 H 3.13933 1.49290 -1.82101  O31 0.964
10 H 3.11648 0.21317 -2.64065  O31 0.964
11 H 0.06644 2.61108 -1.68327  O32 0.964
12 H 0.92214 3.38477 -0.69371  O32 0.964
13 H 1.39331 1.54514 2.35759  O33 0.964
14 H -0.00576 1.13412 2.78619  O33 0.964
15 H 0.69814 -2.81778 1.09244  O34 0.964
16 H 0.86853 -2.46051 -0.37499  O34 0.964
17 H 3.66976 -1.00724 -0.19774  O35 0.964
18 H 4.43374 -0.17364 0.81788  O35 0.964
19 H -1.59935 -0.62224 -0.57681  O36 0.964
20 H -3.06964 -0.57961 -0.19408  O36 0.964
21 H 1.01363 -3.54083 -1.83636  O37 0.964
22 H 0.51255 -2.15888 -2.22257  O37 0.964
23 H -3.58679 -2.73699 1.69029  O38 0.964
24 H -2.55912 -1.86668 2.39491  O38 0.964
25 H -5.10575 -2.78871 -0.02635  O39 0.964
26 H -3.89689 -2.09985 -0.63805  O39 0.964
27 O -0.40982 0.63438 -0.69231  H1 0.964, H2 0.964
28 O 3.90056 -1.17835 2.38210  H3 0.964, H4 0.964
29 O -1.92827 4.14737 0.85837  H5 0.964, H6 0.964
30 O -2.14099 2.65892 -1.28838  H7 0.964, H8 0.964
31 O 3.68929 0.94862 -2.39572  H9 0.964, H10 0.964
32 O 0.14111 2.82240 -0.74585  H11 0.964, H12 0.964
33 O 0.83444 1.45023 3.13710  H13 0.964, H14 0.964
34 O 0.44185 -3.09942 0.20702  H15 0.964, H16 0.964
35 O 4.37920 -0.35870 -0.12645  H17 0.964, H18 0.964
36 O -2.44145 -0.23243 -0.83739  H19 0.964, H20 0.964
37 O 0.46849 -3.08461 -2.48726  H21 0.964, H22 0.964
38 O -2.72345 -2.32737 1.56440  H23 0.964, H24 0.964
39 O -4.15508 -2.67864 0.08812  H25 0.964, H26 0.964



Record 2
The following is a DFT calculation (wB97M-V/def2-TZVPD) of the ion C5H10N with charge +1 in a non-equilibrium geometry.

Values from the calculation:
Gap between HOMO and LUMO, eV: 12.29
Total charge: +1
SMILES: C=C[N+]1(C)CC1
HOMO level, eV: -15.479
ΔE to the lowest compared entry with this formula, charge and spin, kJ/mol: 254.7

Each atom is followed by the atoms it is bonded to, with distances in Å.
CARTESIAN COORDINATES (ANGSTROEM)
1 C -1.92228 0.50661 1.02083  C2 1.323, H7 1.021, H8 1.162
2 C -1.41825 0.01491 -0.09963  C1 1.323, N3 1.507, H9 1.078
3 N 0.07545 -0.17021 -0.17226  C2 1.507, C4 1.398, C5 1.443, C6 1.482
4 C 0.68553 -1.36005 0.23716  N3 1.398, H10 1.112, H11 1.070, H12 1.093
5 C 0.92422 0.96111 0.11372  N3 1.443, C6 1.540, H13 1.112, H14 1.134
6 C 0.68585 0.51040 -1.33898  N3 1.482, C5 1.540, H15 1.042, H16 1.098
7 H -2.91565 0.45516 1.25056  C1 1.021
8 H -1.04154 0.74117 1.74155  C1 1.162
9 H -1.79728 -0.24274 -1.07508  C2 1.078
10 H 0.14619 -2.23206 -0.19398  C4 1.112
11 H 1.70815 -1.44835 -0.06667  C4 1.070
12 H 0.56676 -1.44145 1.32033  C4 1.093
13 H 1.96623 0.64566 0.33899  C5 1.112
14 H 0.70373 1.94746 0.62865  C5 1.134
15 H 0.03749 1.05253 -1.94869  C6 1.042
16 H 1.59540 0.05985 -1.75651  C6 1.098



Record 3
The following is a DFT calculation (wB97M-V/def2-TZVPD) of a cluster of 8 separate species, C7H29BF4N7O7 in total in a non-equilibrium geometry.

Values from the calculation:
Gap between HOMO and LUMO, eV: 9.59
Total charge: -1
HOMO level, eV: -7.123

Each atom is followed by the atoms it is bonded to, with distances in Å.
CARTESIAN COORDINATES (ANGSTROEM)
1 B -0.17409 1.77668 0.36175  F2 1.345, F3 1.353, F4 1.372, F5 1.371
2 F -0.03690 2.87684 1.12287  B1 1.345
3 F -1.50166 1.61812 0.15735  B1 1.353
4 F 0.48276 2.07141 -0.80571  B1 1.372
5 F 0.44573 0.74917 1.02570  B1 1.371
6 C 4.68264 -0.03488 2.06866  O7 1.194, N8 1.262, N9 1.308
7 O 5.48702 0.43286 1.32012  C6 1.194
8 N 4.99193 -0.90655 2.92735  C6 1.262, H10 1.010, H11 1.010
9 N 3.38409 0.11472 2.03046  C6 1.308, H12 1.010, H13 1.010
10 H 5.86968 -1.38052 3.08551  N8 1.010
11 H 4.27146 -1.36121 3.46985  N8 1.010
12 H 2.85000 -0.26705 2.79799  N9 1.010
13 H 3.01319 0.85315 1.44972  N9 1.010
14 C 3.00513 2.48772 -3.20322  O15 1.182, N16 1.303, N17 1.322
15 O 4.01270 2.48726 -3.82161  C14 1.182
16 N 2.70815 3.30673 -2.23440  C14 1.303, H18 1.010, H19 1.010
17 N 2.00981 1.61939 -3.13784  C14 1.322, H20 1.010, H21 1.010
18 H 1.79466 3.43893 -1.82434  N16 1.010
19 H 3.46320 3.87431 -1.87683  N16 1.010
20 H 1.80050 0.86727 -3.77862  N17 1.010
21 H 1.38720 1.74989 -2.35334  N17 1.010
22 C -1.07238 -0.53853 -3.09811  O23 1.244, N24 1.305, N25 1.347
23 O -1.62887 -1.25632 -3.94796  C22 1.244
24 N 0.09859 -0.80315 -2.58540  C22 1.305, H26 1.010, H27 1.010
25 N -1.54664 0.65580 -2.69287  C22 1.347, H28 1.010, H29 1.010
26 H 0.54333 -1.65517 -2.89582  N24 1.010
27 H 0.35239 -0.28456 -1.75670  N24 1.010
28 H -0.83547 1.32475 -2.43432  N25 1.010
29 H -2.47985 0.98988 -2.88678  N25 1.010
30 C -3.01455 -3.89203 -1.78722  C31 1.521, H36 1.090, H37 1.090, H38 1.090
31 C -3.15244 -3.40234 -0.35407  C30 1.521, C32 1.572, N35 1.457, H39 1.090
32 C -2.33192 -2.14081 0.09998  C31 1.572, O33 1.366, H40 1.090, H41 1.090
33 O -2.69474 -1.99456 1.40890  C32 1.366, C34 1.427
34 C -1.68645 -1.48355 2.28017  O33 1.427, H42 1.090, H43 1.090, H44 1.090
35 N -4.59050 -3.40652 -0.12131  C31 1.457, H45 1.010, H46 1.010
36 H -3.68083 -4.74772 -1.89663  C30 1.090
37 H -1.95881 -4.08676 -1.97588  C30 1.090
38 H -3.26818 -3.05373 -2.43609  C30 1.090
39 H -2.83634 -4.20460 0.31269  C31 1.090
40 H -2.65783 -1.39220 -0.62215  C32 1.090
41 H -1.26495 -2.34088 0.00181  C32 1.090
42 H -0.76193 -1.99267 2.00787  C34 1.090
43 H -2.07201 -1.76341 3.26053  C34 1.090
44 H -1.59064 -0.39862 2.32301  C34 1.090
45 H -4.86871 -4.37234 -0.02185  N35 1.010
46 H -4.68783 -3.12624 0.84413  N35 1.010
47 O -2.82234 2.97858 1.77987  H48 0.957, H49 0.957
48 H -2.43637 2.56203 2.55042  O47 0.957
49 H -2.42003 2.52859 1.03698  O47 0.957
50 O 0.41425 1.31083 3.83164  H51 0.957, H52 0.957
51 H 0.69938 1.18502 2.92660  O50 0.957
52 H -0.54178 1.31069 3.78427  O50 0.957
53 O 2.65183 3.79232 1.51988  H54 0.957, H55 0.957
54 H 2.34334 3.18368 0.84859  O53 0.957
55 H 1.85201 4.14016 1.91426  O53 0.957



Record 4
The following is a DFT calculation (wB97M-V/def2-TZVPD) of the molecule C4H6O2.

Values from the calculation:
Gap between HOMO and LUMO, eV: 10.99
Total charge: 0
SMILES: O[C@H]1C[C@H]2O[C@@H]12
HOMO level, eV: -9.920
ΔE to the lowest compared entry with this formula, charge and spin, kJ/mol: 245.9

Each atom is followed by the atoms it is bonded to, with distances in Å.
CARTESIAN COORDINATES (ANGSTROEM)
1 O -1.55640 1.21072 0.12442  C2 1.394, H7 0.972
2 C -0.22230 0.91362 -0.15210  O1 1.394, C3 1.574, C6 1.538, H8 1.092
3 C 0.61559 0.14354 0.93513  C2 1.574, C4 1.522, H9 1.094, H10 1.093
4 C 0.59426 -1.07005 0.01615  C3 1.522, O5 1.430, C6 1.464, H11 1.086
5 O -0.76458 -1.32216 -0.35070  C4 1.430, C6 1.432
6 C -0.04133 -0.31223 -1.06296  C2 1.538, C4 1.464, O5 1.432, H12 1.088
7 H -1.99082 0.34536 0.20405  O1 0.972
8 H 0.26347 1.82825 -0.49966  C2 1.092
9 H 1.61058 0.59384 1.00261  C3 1.094
10 H 0.21451 0.00590 1.94298  C3 1.093
11 H 1.24542 -1.93831 -0.01387  C4 1.086
12 H 0.03403 -0.39104 -2.14552  C6 1.088